The following is a quantum chemistry calculation of 2 unconnected molecules or ions with the total composition H2N2O2S, from the OMol25 dataset.

Values from the calculation:
- Orbital gap (spin up / spin down): 7.84 / 7.23 eV
- ⟨S²⟩: 2.04
- 2S+1: 3
- Total energy: -659.14398 hartree
- ΔE to the lowest compared entry with this formula, charge and spin: 63.8 kcal/mol
- Highest occupied orbital energy (spin up / spin down): -8.18 / -10.03 eV

Each line ends with the natural charge from an NBO analysis.
CARTESIAN COORDINATES (ANGSTROEM)
S  -1.886  -0.141  0.021  1.29
O  1.465  0.840  0.061  -0.64
O  -1.746  1.275  -0.260  -0.81
N  -0.581  -0.917  0.150  -0.53
N  0.625  -0.864  -0.136  -0.14
H  1.439  -1.491  0.297  0.39
H  0.683  1.298  -0.134  0.43

=====

The following is a quantum chemistry calculation of a single C2H3N2OP molecule, from the OMol25 dataset.

Values from the calculation:
- Orbital gap: 9.83 eV
- Total energy: -604.03671 hartree
- SMILES: On1nccp1
- ΔE to the lowest compared entry with this formula, charge and spin: 40.8 kcal/mol
- Highest occupied orbital energy: -9.25 eV

Each line ends with the natural charge from an NBO analysis.
CARTESIAN COORDINATES (ANGSTROEM)
P  -0.300  -1.445  0.003  0.67
O  -2.300  0.407  -0.012  -0.51
N  -0.134  1.131  0.033  -0.22
N  -0.946  0.109  -0.002  -0.15
C  1.252  -0.695  0.051  -0.66
C  1.105  0.690  0.063  -0.06
H  1.903  1.407  0.094  0.21
H  -2.771  -0.389  -0.298  0.48
H  2.191  -1.215  0.068  0.24